1.
Density functional theory data (ωB97M-V/def2-TZVPD) for the molecule C5H9NO2.

Net charge ... 0
SMILES ... N/C=C/CCC(=O)O
LUMO energy ... 0.791 eV
Highest occupied orbital energy ... -8.112 eV
DFT total energy ... -10914.600 eV
HOMO-LUMO gap ... 8.9 eV

Last column: Löwdin charge in e.
Cartesian coordinates (Å):
H (3.28, -1.97, 0.98)  0.15
O (1.31, -2.87, 1.99)  0.07
H (0.94, 1.22, 0.55)  0.11
C (0.47, 0.27, 0.24)  -0.22
C (-0.88, 0.76, -0.24)  -0.12
H (1.13, -0.01, -0.55)  0.09
H (-2.20, 1.85, -3.06)  0.01
H (-2.64, 2.00, -1.56)  0.09
C (0.28, -0.74, 1.40)  -0.10
O (2.59, -1.24, 1.04)  0.04
C (1.34, -1.76, 1.44)  -0.45
H (0.17, -0.14, 2.35)  0.15
H (-0.70, -1.15, 1.36)  0.10
H (-0.27, 0.58, -2.45)  0.13
H (-1.79, 0.87, 0.36)  0.11
N (-2.13, 1.40, -2.23)  0.01
C (-0.90, 0.94, -1.60)  -0.17


2.
Density functional theory data (ωB97M-V/def2-TZVPD) for a structure of composition C25H20N7O8S2Ti.

Net charge ... -1
LUMO energy (alpha / beta) ... 1.652 / 1.663 eV
Highest occupied orbital energy (alpha / beta) ... -3.302 / -5.024 eV
DFT total energy ... -97845.637 eV
HOMO-LUMO gap (alpha / beta) ... 5.0 / 6.7 eV
Multiplicity ... 3

Last column: Mulliken spin population.
Cartesian coordinates (Å):
C (2.12, 2.05, 1.87)  0.48
C (-2.77, -1.57, -1.67)  -0.01
N (-1.70, -1.72, 3.29)  0.00
C (2.04, -2.71, -3.67)  0.00
C (2.29, 2.57, 0.57)  -0.04
C (2.80, -1.25, 0.30)  0.01
H (2.77, 2.42, 2.67)  0.02
C (1.33, -2.53, 1.54)  0.01
N (-0.54, -1.52, 2.63)  -0.01
O (1.24, 1.16, 2.21)  0.12
C (0.13, -2.58, 2.37)  -0.03
C (-2.25, -0.66, -0.70)  0.00
H (-3.59, 0.47, 6.34)  0.00
O (-1.56, 1.41, 1.23)  -0.02
C (-2.14, -0.67, 3.96)  0.01
H (4.54, -2.21, -0.49)  0.00
N (4.41, 5.21, -1.02)  0.00
C (-4.60, -0.09, -2.12)  0.00
C (-2.99, 0.55, -0.47)  0.03
C (3.25, 3.59, 0.37)  0.10
H (-4.71, 1.73, -1.03)  0.00
C (-4.23, 0.43, 5.46)  0.00
H (3.87, -4.44, 0.42)  0.00
C (3.26, -3.57, 0.60)  0.01
C (1.88, -1.35, -3.49)  0.00
O (5.12, 5.49, -0.07)  -0.01
C (2.67, 3.78, -1.98)  0.19
C (3.63, -2.33, 0.09)  -0.01
N (0.77, -2.37, -1.85)  0.00
N (1.10, -1.20, -2.40)  0.00
C (3.42, 4.17, -0.87)  -0.05
O (-6.32, 1.29, -2.74)  0.00
O (-6.18, -0.64, -3.68)  0.00
C (-4.15, 0.82, -1.20)  0.01
C (1.74, 2.77, -1.80)  -0.08
H (1.13, 2.44, -2.64)  -0.01
O (0.68, 1.13, -0.51)  0.03
C (1.54, 2.13, -0.57)  0.15
N (1.67, -1.36, 1.00)  0.00
H (-0.18, -3.52, 2.80)  0.00
C (1.32, -3.29, -2.61)  0.00
H (2.59, -3.19, -4.46)  0.00
H (1.78, -4.63, 1.75)  0.00
C (-3.90, -1.29, -2.36)  0.01
H (-2.20, -2.48, -1.83)  0.00
H (-5.27, 0.30, 5.77)  0.00
S (-3.84, -0.99, 4.43)  0.00
C (-2.56, 1.51, 0.51)  0.03
C (2.09, -3.68, 1.34)  -0.01
H (2.24, -0.50, -4.04)  0.00
H (3.85, 3.94, 1.20)  0.01
N (-5.80, 0.19, -2.87)  0.00
Ti (-0.01, 0.13, 1.14)  1.01
O (-1.17, -0.94, -0.07)  0.01
H (-4.12, 1.36, 4.90)  0.00
H (3.01, -0.27, -0.10)  0.02
H (1.19, -4.34, -2.37)  0.00
H (-3.20, 2.40, 0.63)  0.00
S (-1.35, 0.74, 4.37)  0.00
H (0.81, -0.34, -1.92)  0.00
O (4.56, 5.71, -2.13)  -0.01
H (2.81, 4.26, -2.93)  0.02
H (-4.29, -1.97, -3.10)  0.00


3.
Density functional theory data (ωB97M-V/def2-TZVPD) for a structure of composition C4H8O4S2.

Net charge ... 0
LUMO energy (alpha / beta) ... 0.425 / -2.834 eV
Highest occupied orbital energy (alpha / beta) ... -4.940 / -10.938 eV
DFT total energy ... -34129.904 eV
HOMO-LUMO gap (alpha / beta) ... 5.4 / 8.1 eV
Multiplicity ... 3

Last column: Mulliken spin population.
Cartesian coordinates (Å):
C (-0.03, 1.13, -1.49)  0.04
H (-0.69, -0.29, 2.02)  0.02
O (1.16, 1.06, 1.59)  0.22
S (2.08, 0.24, 0.40)  1.11
O (2.95, 1.23, -0.13)  0.36
H (-2.89, -0.59, 1.92)  0.00
H (0.02, 1.16, -2.55)  -0.01
O (1.10, -2.00, 0.60)  0.02
H (1.39, -0.34, -1.71)  0.00
C (-1.01, -0.73, 1.08)  -0.01
H (-1.03, 1.07, -1.31)  0.00
C (0.77, 0.00, -0.96)  0.22
S (0.00, -1.42, -0.12)  0.00
O (-0.84, -2.14, -1.03)  0.01
H (-2.57, -1.52, 0.22)  0.00
C (-2.33, -0.93, 1.10)  0.01
H (1.59, 1.92, 1.59)  0.00
H (0.34, 2.14, -1.23)  0.01


4.
Density functional theory data (ωB97M-V/def2-TZVPD) for a structure of composition C45H44N2O4S2Sb2Ti.

Net charge ... -2
LUMO energy (alpha / beta) ... 4.212 / 4.211 eV
Highest occupied orbital energy (alpha / beta) ... -0.349 / -1.991 eV
DFT total energy ... -116413.675 eV
HOMO-LUMO gap (alpha / beta) ... 4.6 / 6.2 eV
Multiplicity ... 3

Last column: Mulliken spin population.
Cartesian coordinates (Å):
C (-2.00, -6.50, 0.44)  0.00
S (1.99, 1.83, -1.83)  0.00
H (-7.74, -3.79, -0.06)  0.00
C (-0.08, -6.54, 2.42)  0.00
O (-0.84, 0.28, -0.75)  -0.02
C (-5.98, 1.45, 1.67)  0.00
N (3.04, -0.38, -0.08)  -0.07
C (-2.73, 2.10, -2.08)  0.00
H (-0.02, -8.67, 2.13)  0.00
H (2.44, 3.23, 1.28)  0.00
H (-1.68, 3.52, 3.19)  0.00
C (2.91, 0.10, 2.40)  0.00
C (6.01, 2.17, -1.68)  0.00
C (-2.36, -2.51, 2.34)  0.03
C (-8.10, 0.24, 0.37)  0.00
H (-5.17, 1.92, 2.21)  0.00
H (2.58, -1.75, 1.36)  0.01
H (-2.04, 3.32, -3.70)  0.00
C (0.06, 2.48, 2.54)  -0.02
C (0.10, -1.67, 0.31)  0.26
C (-1.43, -7.70, 0.82)  0.00
C (4.07, 0.53, -0.58)  0.01
C (1.15, 1.70, 2.99)  0.01
O (-0.66, -1.62, -1.99)  0.19
C (-8.35, 1.14, 1.40)  0.00
H (-5.47, -3.03, -0.58)  0.00
C (-3.24, -1.29, 2.61)  -0.01
O (0.38, -0.86, 1.32)  -0.06
H (7.43, 1.02, -0.53)  0.00
H (-6.61, -0.73, -0.81)  0.00
H (-1.73, -8.62, 0.34)  0.00
H (-2.42, 1.18, -2.56)  0.00
Sb (-2.52, -3.45, 0.39)  0.00
C (-6.91, -4.18, 0.50)  0.00
C (-2.50, 3.31, -2.71)  0.00
C (-7.28, 1.74, 2.06)  0.00
C (-7.12, -5.10, 1.51)  0.00
C (-2.86, 0.01, 1.89)  -0.01
H (5.70, -0.45, 0.41)  0.00
C (3.25, -0.90, 1.27)  0.01
C (-3.37, 4.48, -0.81)  0.00
H (-0.31, -4.41, 2.48)  0.00
C (3.66, 1.55, -1.46)  0.00
H (-1.39, 3.01, 5.58)  0.00
C (-4.51, -4.22, 0.92)  0.00
C (-6.79, -0.03, 0.00)  0.00
H (3.41, 2.80, 2.73)  0.00
S (-0.18, 2.85, 0.85)  0.00
H (-7.47, 2.44, 2.87)  0.00
H (-8.92, -0.24, -0.14)  0.00
C (2.95, -1.49, -1.07)  0.02
H (-1.79, 0.13, 1.80)  0.04
C (3.02, 2.45, 1.77)  0.01
H (2.30, -0.46, 3.11)  0.00
H (-3.61, 5.40, -0.29)  0.00
C (-5.62, -3.75, 0.21)  0.00
H (-9.36, 1.36, 1.70)  0.00
H (0.69, -6.54, 3.19)  0.00
C (4.68, 2.35, -2.01)  0.01
H (-3.92, -5.54, 2.50)  0.00
C (-4.75, -5.15, 1.93)  0.00
H (3.85, 2.16, 1.13)  0.00
C (-0.83, 2.94, 3.52)  0.01
H (-3.18, -1.08, 3.69)  0.00
C (-0.49, -1.01, -0.94)  0.04
H (4.39, 3.14, -2.68)  0.00
H (-2.63, -3.32, 3.03)  0.00
C (1.33, 1.44, 4.33)  0.00
H (2.24, -2.24, -0.71)  0.02
C (-2.83, 4.50, -2.08)  0.00
H (4.27, -1.27, 1.42)  0.00
H (3.94, -1.94, -1.22)  0.00
C (6.39, 1.17, -0.79)  0.01
C (-3.28, 2.06, -0.80)  0.00
H (2.19, 0.87, 4.66)  0.00
H (-3.24, 0.85, 2.47)  0.00
C (0.42, 1.89, 5.28)  0.00
H (-8.12, -5.44, 1.75)  0.00
H (-2.75, -6.50, -0.34)  0.00
H (-1.31, -2.25, 2.50)  -0.01
C (-0.46, -7.73, 1.82)  0.00
C (-6.03, -5.59, 2.23)  0.00
Sb (-3.70, 0.10, -0.08)  0.00
O (0.33, -2.89, 0.36)  0.12
C (5.40, 0.34, -0.26)  -0.01
H (0.57, 1.65, 6.33)  0.00
H (2.58, -1.07, -2.00)  0.00
H (-2.65, 5.45, -2.57)  0.00
C (-0.65, -5.34, 2.03)  0.00
C (-3.59, 3.26, -0.17)  0.00
H (6.76, 2.83, -2.11)  0.00
C (-1.63, -5.30, 1.04)  0.00
H (3.83, 0.43, 2.91)  0.00
N (2.13, 1.28, 2.00)  -0.01
H (-6.18, -6.31, 3.02)  0.00
Ti (0.85, 0.62, 0.13)  1.41
H (-3.98, 3.27, 0.84)  0.00
C (-0.66, 2.65, 4.87)  0.01
C (-5.71, 0.57, 0.63)  0.00
H (-4.30, -1.56, 2.43)  0.00


5.
Density functional theory data (ωB97M-V/def2-TZVPD) for a cluster of 2 separate species, CHFN5 in total.

Net charge ... -1
LUMO energy (alpha / beta) ... 1.682 / 1.665 eV
Highest occupied orbital energy (alpha / beta) ... -4.629 / -4.626 eV
DFT total energy ... -11215.985 eV
HOMO-LUMO gap (alpha / beta) ... 6.3 / 6.3 eV

Last column: Löwdin charge in e.
Cartesian coordinates (Å):
N (1.58, -0.06, -0.20)  -0.11
H (-0.41, 0.64, 0.42)  0.02
N (-1.76, 1.50, 1.91)  0.17
N (1.86, -1.08, -1.00)  -0.18
C (0.30, -0.16, 0.05)  -0.42
N (0.77, -1.70, -1.31)  -0.19
F (-2.14, 2.07, 0.73)  -0.16
N (-0.20, -1.21, -0.59)  -0.13


6.
Density functional theory data (ωB97M-V/def2-TZVPD) for a cluster of 6 separate species, C52H66N6O11P in total.

Net charge ... -1
LUMO energy ... 0.319 eV
Highest occupied orbital energy ... -2.439 eV
DFT total energy ... -95728.876 eV
HOMO-LUMO gap ... 2.8 eV

Last column: Löwdin charge in e.
Cartesian coordinates (Å):
H (-3.99, -5.67, -12.01)  0.11
N (0.12, 5.21, 8.76)  -0.33
C (-5.49, 1.87, 0.35)  -0.16
C (4.05, -1.14, -0.76)  -0.21
C (-4.03, -0.58, 0.52)  -0.33
C (2.17, -4.70, 1.78)  0.01
H (-0.15, -3.93, -7.19)  0.10
C (-3.15, -1.91, 0.58)  -0.51
C (1.21, 2.41, 8.23)  -0.08
H (-2.71, -1.60, -1.59)  0.08
C (-1.17, -4.18, -10.90)  -0.14
C (-4.71, 1.70, 1.70)  -0.17
C (-5.52, -2.79, -1.23)  -0.35
H (3.65, 3.02, 2.60)  0.09
H (1.86, -4.08, 3.81)  0.11
H (-5.25, -1.79, -1.67)  0.01
C (5.27, 0.92, 0.34)  -0.19
C (5.25, -0.11, -0.88)  -0.20
H (0.32, 0.23, -1.82)  0.10
N (-6.24, 3.14, 0.23)  -0.18
C (1.91, -3.36, -7.35)  -0.08
O (0.25, 2.14, 4.25)  0.08
H (-6.34, -4.14, 1.19)  0.01
H (-5.46, 1.46, 2.50)  0.10
C (2.70, -0.44, -1.18)  -0.21
C (0.40, -2.52, -5.67)  -0.05
N (0.08, -4.49, -10.19)  -0.33
C (-2.56, -2.60, -12.04)  -0.07
C (-6.81, 5.23, -0.08)  -0.11
C (-3.69, 0.46, 1.65)  -0.20
H (1.19, 9.32, 6.97)  0.11
C (-2.15, -1.82, -0.62)  -0.36
H (5.19, 0.43, -1.85)  0.10
H (4.42, 4.16, 0.92)  0.11
H (-5.75, -2.62, 2.05)  0.01
H (5.45, -6.29, 3.07)  0.10
C (-0.24, 6.48, 8.13)  -0.14
O (3.47, -0.25, -4.19)  0.06
H (2.67, 1.87, 9.71)  0.11
C (4.19, -5.96, 1.36)  -0.01
C (0.15, -0.75, -1.31)  -0.21
H (1.62, -2.14, -0.33)  0.10
H (6.16, 4.19, 0.49)  0.11
H (1.80, 7.17, 8.00)  0.12
H (-9.06, 4.81, 0.15)  0.07
C (-1.39, -2.89, -11.35)  0.00
H (-4.90, -4.26, 2.32)  0.01
H (-0.05, -1.57, -2.06)  0.10
C (-0.92, 8.90, 6.98)  -0.07
C (3.22, 1.17, 7.75)  -0.07
C (2.39, 1.82, 8.66)  -0.06
H (1.35, -0.53, 0.54)  0.11
C (-2.09, -5.19, -11.13)  0.00
H (-5.56, -3.54, -2.05)  0.00
C (-1.91, 7.98, 7.30)  -0.06
C (5.08, 2.36, -0.25)  -0.17
C (4.53, -5.85, 2.70)  -0.08
C (-3.49, -3.60, -12.28)  -0.07
H (4.47, 0.63, 1.06)  0.11
C (3.69, -5.18, 3.58)  -0.08
H (-0.90, -0.58, 0.66)  0.09
H (-6.81, 6.31, -0.30)  0.07
H (2.55, -0.52, -2.30)  0.08
H (-4.72, 1.88, -0.47)  0.12
H (1.21, -1.12, -4.27)  0.11
H (6.28, 0.86, 0.79)  0.11
H (-0.67, -2.10, -11.17)  0.12
O (-0.78, 4.43, 9.02)  0.07
H (-6.55, -2.67, -0.81)  0.01
H (-1.59, -2.77, -0.82)  0.08
C (2.93, -2.58, -6.82)  0.00
C (-1.15, -0.60, -0.43)  -0.22
H (-2.95, 8.21, 7.10)  0.11
C (2.51, -4.60, 3.12)  -0.06
H (4.85, -6.48, 0.69)  0.12
H (-1.92, -6.20, -10.78)  0.12
H (-3.59, 0.01, 2.66)  0.10
O (1.60, -4.98, -0.85)  0.08
H (3.96, -5.10, 4.63)  0.10
C (-5.45, -3.61, 1.62)  -0.36
C (5.33, 3.51, 0.81)  -0.21
H (-5.09, -0.89, 0.71)  0.07
H (-3.90, -0.16, -0.52)  0.08
H (-1.68, 0.36, -0.65)  0.09
C (0.65, -3.33, -6.77)  -0.07
H (-1.19, 9.85, 6.53)  0.11
H (3.51, 0.59, 5.71)  0.11
H (-8.17, 2.15, 0.53)  0.12
H (4.81, 4.03, 3.66)  0.09
C (1.43, -1.04, -0.45)  -0.19
H (-2.35, 6.05, 8.13)  0.12
C (1.42, -1.74, -5.13)  0.01
C (-7.60, 3.07, 0.35)  -0.09
C (2.86, 1.10, 6.41)  -0.01
C (-1.57, 6.76, 7.88)  0.00
O (0.86, -3.58, -9.99)  0.06
C (0.85, 2.35, 6.89)  0.01
C (4.67, 3.10, 3.05)  -0.13
O (2.02, 0.98, 3.83)  0.06
N (2.64, -5.51, -0.50)  -0.35
H (-0.08, 2.81, 6.56)  0.12
H (4.02, -1.50, 0.30)  0.10
O (0.26, -5.65, -9.84)  0.08
H (-4.40, -3.38, -12.83)  0.11
N (3.74, -0.93, -5.17)  -0.34
O (1.30, 5.01, 9.00)  0.07
H (-2.69, 0.92, 1.41)  0.09
H (-0.59, -2.50, -5.22)  0.11
C (3.01, -5.38, 0.91)  -0.15
C (-5.66, 4.34, -0.02)  -0.09
O (5.73, 2.99, 2.10)  -0.23
H (2.73, 0.65, -0.91)  0.10
H (-6.19, 1.03, 0.15)  0.12
C (1.68, 1.69, 5.99)  -0.14
H (4.14, 0.72, 8.09)  0.10
O (4.83, -0.95, -5.72)  0.07
H (0.57, 2.91, 8.93)  0.07
H (4.25, -2.04, -1.39)  0.11
O (3.38, -6.15, -1.23)  0.06
C (-8.02, 4.44, 0.15)  -0.11
C (2.67, -1.77, -5.72)  -0.14
H (6.17, -0.75, -0.85)  0.10
H (-4.18, 2.64, 1.98)  0.10
N (1.28, 1.60, 4.58)  -0.35
H (1.25, -4.25, 1.43)  0.13
C (0.42, 8.60, 7.23)  -0.07
H (-4.60, 4.57, -0.16)  0.12
C (0.76, 7.39, 7.81)  0.00
H (4.76, 2.24, 3.77)  0.08
C (-3.26, -4.89, -11.82)  -0.07
P (-4.30, -3.30, 0.15)  0.76
H (3.91, -2.60, -7.28)  0.12
H (5.83, 2.50, -1.07)  0.11
H (2.10, -3.98, -8.20)  0.08
H (-2.74, -1.59, -12.40)  0.11
H (4.08, 2.53, -0.71)  0.10


7.
Density functional theory data (ωB97M-V/def2-TZVPD) for a structure of composition C22H42BFN2O6STa.

Net charge ... -1
LUMO energy ... 2.017 eV
Highest occupied orbital energy ... -4.906 eV
DFT total energy ... -54536.583 eV
HOMO-LUMO gap ... 6.9 eV

Last column: Löwdin charge in e.
Cartesian coordinates (Å):
H (4.07, -0.61, -0.12)  0.09
C (-3.67, -0.65, 3.69)  -0.56
H (-1.92, -1.86, 3.97)  0.05
C (4.02, 2.34, 0.81)  -0.20
H (0.48, -2.06, -1.03)  0.07
S (-3.41, 3.26, -0.27)  0.92
C (-2.87, 0.87, 1.00)  -0.43
C (3.59, 1.74, -1.64)  -0.21
F (-3.08, 0.38, 4.43)  0.01
H (-3.92, 0.46, 1.02)  0.03
O (1.17, -3.17, -3.86)  0.10
H (-0.03, 6.65, -1.73)  0.13
O (-0.27, -3.66, -2.18)  -0.06
H (3.99, 3.75, -0.90)  0.10
H (-0.68, 1.26, 2.92)  0.03
O (-4.84, -0.69, 3.52)  0.09
H (4.88, 3.02, 1.04)  0.10
H (-0.50, -0.34, -0.14)  -0.06
C (-2.70, -1.70, 3.17)  -0.25
H (3.46, 2.22, -2.65)  0.10
H (4.20, -2.68, -1.55)  0.07
C (3.32, -0.79, -0.92)  -0.26
Ta (-1.47, -0.97, 1.31)  1.81
H (1.46, -0.36, 1.52)  0.04
H (-5.19, -1.49, -0.73)  0.09
H (-1.50, 1.63, -0.57)  0.03
C (-0.09, -2.80, 1.56)  -0.34
H (0.92, 2.52, 2.40)  0.10
H (-5.63, -1.46, 1.01)  0.08
H (2.28, 0.24, -2.53)  0.10
H (0.95, -2.50, 1.84)  0.04
H (-0.16, -0.66, -3.19)  0.08
H (-0.45, -1.43, -4.78)  0.09
C (3.39, 2.86, -0.54)  -0.21
H (2.51, -1.40, -0.45)  0.07
B (-2.99, -2.16, -0.04)  -0.66
H (-2.98, -3.22, -1.68)  0.10
H (-0.49, -3.38, 2.43)  0.05
C (-2.59, 1.60, -0.39)  -0.55
H (-0.25, -0.20, 3.85)  0.03
C (-0.90, 5.98, -1.70)  -0.16
H (1.53, -3.50, -1.16)  0.12
C (-2.40, 4.49, -1.10)  -0.62
C (-0.56, -1.58, -3.67)  0.02
N (-1.87, 5.98, -2.64)  0.00
H (3.08, 3.45, 2.43)  0.10
H (5.04, -1.23, -2.19)  0.07
C (2.64, 0.50, -1.49)  -0.20
H (-1.66, -1.70, -3.48)  0.07
H (0.74, -4.59, 0.61)  0.10
H (2.02, 0.07, 3.16)  0.10
H (1.26, 1.90, 0.76)  0.08
H (4.48, 1.34, 0.63)  0.08
C (-5.33, -2.14, 0.17)  -0.12
H (-3.16, -2.70, 2.98)  0.06
H (-0.98, -4.38, 0.20)  0.11
C (-0.18, 0.25, 2.83)  -0.35
O (-4.13, -2.86, 0.52)  -0.12
H (3.57, 1.79, 2.87)  0.10
H (-6.19, -2.83, -0.02)  0.09
C (0.19, -2.87, -3.23)  -0.50
C (1.34, 0.39, 2.34)  -0.30
H (-3.15, 0.99, -1.15)  0.07
C (0.47, -3.18, -1.01)  -0.21
H (1.71, 0.69, -0.90)  0.07
H (2.33, 3.22, -0.46)  0.10
H (-2.79, 1.59, 1.86)  0.03
C (-0.02, -3.80, 0.34)  -0.26
O (-2.87, -2.27, -1.46)  0.01
C (1.61, 1.85, 1.82)  -0.21
C (4.03, -1.68, -2.02)  -0.11
H (4.68, 1.47, -1.60)  0.11
C (3.06, 2.39, 2.06)  -0.20
H (3.41, -1.73, -2.94)  0.06
N (-2.78, 5.06, -2.26)  -0.01
O (-1.21, 5.07, -0.74)  0.00


8.
Density functional theory data (ωB97M-V/def2-TZVPD) for the molecule C4H2O2.

Net charge ... 0
LUMO energy (alpha / beta) ... -2.862 / -2.865 eV
Highest occupied orbital energy (alpha / beta) ... -9.873 / -9.871 eV
DFT total energy ... -8269.342 eV
HOMO-LUMO gap (alpha / beta) ... 7.0 / 7.0 eV

Last column: Löwdin charge in e.
Cartesian coordinates (Å):
O (0.96, -1.91, -0.02)  -0.07
O (2.97, 1.17, -0.02)  0.11
H (0.18, 1.29, 0.02)  0.11
C (2.15, 0.28, 0.01)  -0.49
C (0.71, 0.35, 0.02)  -0.03
C (2.56, -1.17, 0.02)  0.44
C (0.16, -0.89, -0.01)  -0.20
H (-0.90, -1.12, -0.03)  0.13